[1]
Below is 2 unconnected molecules or ions with the total composition H4S2, with properties calculated with the ωB97M-V functional and the def2-TZVPD basis.

The SMILES is S.S. Its LUMO energy is 0.0299 Eh. The HOMO-LUMO gap comes out at 10.59 eV. The value obtained for the HOMO energy is -0.35944 hartree.

Last column: Mulliken charge in e.
Element x y z (Å)
H 0.0907 2.9592 3.6887  0.15
H 0.3115 -2.5928 -2.2280  0.14
S -0.4150 2.1767 2.7173  -0.29
H -0.7575 -2.3157 -3.8226  0.15
S 0.1154 -1.5878 -3.1016  -0.29
H 0.6549 1.3605 2.7462  0.14

Atoms 1-3, force components in eV/Å:
H -0.1 -0.1 -0.1
H 0.0 0.1 -0.1
S 0.2 0.0 0.1


[2]
Below is 3 unconnected molecules or ions with the total composition C24H25BO10S in a non-equilibrium geometry, with properties calculated with the ωB97M-V functional and the def2-TZVPD basis.

The SMILES is CCB(O)C1=CC(=O)C=C(CCCCS(=O)(=O)O)C1=O.O=C1C=CC(=O)C=C1.O=C1C=CC(=O)C=C1. Its LUMO energy is -0.0843 Eh. The HOMO-LUMO gap comes out at 7.64 eV. The value obtained for the HOMO energy is -0.36507 hartree.

Last column: Mulliken charge in e.
Element x y z (Å)
C 2.0983 1.6665 0.0630  0.46
C 7.3294 -1.2099 5.5789  0.35
H -3.0592 2.6789 0.4895  0.34
H -1.6987 1.5641 -2.1552  0.30
S -3.5356 -2.0169 0.7567  1.20
H -1.7614 -0.6883 -0.2499  0.22
H -7.2063 -2.7535 -2.1278  0.42
O 2.8402 -0.4025 1.4807  -0.57
H -2.1910 3.2940 -1.7404  0.37
H -4.3964 0.5465 0.4497  0.40
C -7.1608 -2.6059 -3.1999  -0.24
C -8.2568 -2.5475 -3.9567  -0.43
C 0.9937 1.7627 -1.1044  0.34
H 5.5348 0.1368 0.9801  0.08
O -3.9430 -1.4194 2.0682  -0.59
C 1.2227 4.0482 0.8136  -0.11
H 5.4321 -2.1101 4.9634  0.43
B 3.0556 0.3729 0.2620  0.39
C -5.8124 -2.4705 -3.7901  0.54
C -2.8738 -0.7904 -0.4677  -0.58
C 6.0115 -1.1968 4.9089  -0.37
C 4.1801 -0.1498 -0.7732  -0.38
H -4.6796 -2.7821 -0.8922  0.39
H 2.9234 2.7190 1.8126  0.43
C -2.6143 1.7756 -0.0365  -0.65
H -1.8240 1.3105 0.6560  0.37
C 5.5700 -0.1110 4.2733  -0.23
H -4.1675 0.8729 -1.4178  0.33
H -6.7732 -2.0634 -7.0802  0.40
C -0.2171 3.7394 0.1759  -0.21
H 4.6076 -0.0834 3.7762  0.41
O 5.9725 2.1164 3.6333  -0.55
C -1.7659 2.3282 -1.3158  -0.76
O 1.1048 1.1694 -2.2008  -0.60
H 9.0994 0.0002 6.0145  0.40
O 1.5650 5.1877 1.2044  -0.54
H -1.1432 4.3304 0.4522  0.32
O -9.1668 -2.2948 -6.1100  -0.53
H -4.7281 -2.1730 -5.6665  0.42
C 2.1798 2.7644 0.9571  -0.42
C -5.7236 -2.2694 -5.2511  -0.43
C 7.6957 1.1128 4.8822  -0.37
C -8.1689 -2.3463 -5.4190  0.29
O -4.8101 -2.5220 -3.0971  -0.51
H 5.9341 1.2572 -0.4875  0.28
O 7.7342 -2.2001 6.1574  -0.55
H 4.0985 -1.3004 -0.7832  0.22
C 8.1375 0.0272 5.5180  -0.38
H 1.8647 -0.5007 1.5180  0.30
C -3.6628 0.6317 -0.4269  -0.62
C -6.8192 -2.2109 -6.0085  -0.39
C -0.2931 2.6510 -0.7251  0.25
H 6.4218 -0.5708 -0.4705  0.31
C 6.3777 1.1256 4.2124  0.43
O -4.7688 -2.9501 0.0812  -0.42
H -9.2520 -2.6441 -3.5408  0.42
H 8.2748 2.0263 4.8274  0.41
H 4.0345 0.2090 -1.8442  0.29
O -2.4057 -2.9915 1.0406  -0.65
C 5.6381 0.2071 -0.1624  -0.73
H -3.0530 -1.2571 -1.5061  0.31

Atoms 1-3, force components in eV/Å:
C -1.1 2.4 0.8
C 0.1 -0.4 0.2
H 0.3 -1.3 -0.6


[3]
Below is 4 unconnected molecules or ions with the total composition C32H63N4O9 in a non-equilibrium geometry, with properties calculated with the ωB97M-V functional and the def2-TZVPD basis.

Its LUMO energy is -0.1817 Eh. Its charge is +1. The HOMO-LUMO gap comes out at 5.83 eV. The value obtained for the HOMO energy is -0.39598 hartree.

Last column: Mulliken charge in e.
Element x y z (Å)
H 6.4204 4.5846 -5.3435  0.44
C 2.7326 4.4518 -0.3507  0.40
H 4.8524 -2.2530 3.4505  0.28
O 5.9470 1.4143 -4.2862  -0.14
N -6.8457 -3.7605 0.6743  -0.65
C 4.8836 2.5535 -0.2277  -0.06
C -7.0341 0.2782 3.4930  -1.43
H 4.9864 3.4062 1.7828  0.47
C 1.2523 3.9860 -0.3937  0.83
H 1.0894 2.8803 1.5580  0.41
H 6.9566 -0.5550 -2.2435  0.50
C -0.9490 4.0512 -1.7080  -0.38
H 6.1475 1.2465 1.1328  0.35
O -7.1825 -6.5147 -0.0408  -0.39
H -5.6086 -0.9950 4.4166  0.35
H -0.3546 -1.1335 -1.5698  0.21
H 4.2490 1.7060 -0.6117  0.24
N -4.7639 0.8942 4.1316  -0.47
O -6.4359 1.6599 6.3260  -0.38
H 4.6402 -0.8339 -0.3188  0.24
H -5.6664 -6.2503 -1.4238  0.23
H -8.5084 1.5931 6.0519  0.30
O -2.3597 -2.1898 0.3748  -0.33
H 5.7980 -0.5350 -4.8637  0.28
C 5.9482 0.4444 -5.3222  -0.86
H -4.5939 -4.7914 -0.2617  0.21
C -5.9118 0.0538 4.5013  0.25
H 4.1000 2.9170 -4.7785  0.35
C 6.2761 1.9399 0.2597  -0.86
H -7.6346 -6.1580 1.8846  0.37
H -2.4796 2.7616 1.8846  0.26
H 0.0532 -2.8693 -1.9500  0.39
H -7.2518 1.3361 3.3363  0.29
H 6.9187 2.8187 0.5670  0.46
C 7.0473 1.2656 -0.9556  -0.77
N -1.5442 3.3277 -0.6932  0.05
H 5.1413 3.2762 -1.0414  0.21
C -1.9428 -2.6188 -0.9295  -0.18
H -5.5634 -0.1284 6.6098  0.36
O 3.1945 4.8646 -1.3857  -0.47
H 8.0654 0.8865 -0.6461  0.34
H -6.0917 -6.9670 1.6702  0.41
C 6.6725 2.5998 -4.5880  -0.77
C 5.5693 -3.1428 1.5968  -0.13
H 0.9364 4.9990 -2.3867  0.47
C 5.5105 -3.2278 0.0432  0.56
H 0.1494 -2.2953 -0.2435  0.25
H -3.9874 0.6753 4.7525  0.27
C -0.8655 2.8894 0.4287  0.39
H -4.0584 -5.6166 1.2089  0.39
C -7.6619 2.2803 5.9731  -0.63
O -2.4861 1.1451 0.6129  -0.28
C -6.1816 -7.0515 -0.8894  -0.64
H 6.8937 0.4289 -5.8703  0.37
H -7.8263 3.1110 6.6609  0.26
C -4.6348 -4.7690 0.8291  -1.22
H 6.9089 3.0518 -3.6198  0.27
C -1.7280 2.0437 1.4295  -0.58
C 0.5580 3.2085 0.6382  -0.44
H 3.5092 2.4231 1.5000  0.14
H -7.6015 2.6957 4.9649  0.22
C 5.7709 3.2828 -6.8892  -1.48
O 6.1145 -2.3246 -0.8301  -0.35
H 7.2331 2.0285 -1.7667  0.09
H -4.3287 -1.5446 0.6194  0.07
H 5.0589 2.4775 -7.0773  0.28
H -4.1278 -3.8555 1.1468  0.12
H -6.6751 -7.6780 -1.6339  0.26
H -3.4504 -0.6698 -0.6932  0.30
H 7.6321 2.3579 -5.0606  0.45
C 5.8806 3.6345 -5.4093  0.34
C -6.7341 -6.1765 1.2633  -0.76
C 4.1744 3.1961 1.0270  -0.60
H 6.2590 -3.8605 2.1141  0.29
H -2.5418 3.1039 -0.7953  0.30
H -1.5580 4.3775 -2.5902  0.39
H -7.0253 -4.0975 -0.2703  0.27
H -2.6373 -2.3384 -1.7626  0.37
O 4.8966 -4.1430 -0.4488  -0.49
N 4.5304 3.8365 -4.8662  -0.72
H 6.2501 -0.7692 0.5306  0.35
C -2.9935 0.0228 1.3759  -0.38
C -6.3386 0.2910 5.9613  -0.73
H 6.7408 2.9816 -7.2932  0.35
C -6.0625 -4.7944 1.3639  0.46
H 5.4294 4.1487 -7.4601  0.39
H 5.1147 0.6177 -6.0056  0.25
H 5.3979 0.3574 -2.1991  0.03
H -6.7596 -0.1378 2.5202  0.29
H -1.1220 1.5401 2.2243  0.33
C 4.8380 -2.2571 2.3303  -0.49
H -5.0025 1.8552 4.3741  0.28
C 6.2778 0.0353 -1.5766  -0.06
C 5.7526 -0.9566 -0.4591  -0.61
C -3.3189 -1.1307 0.3266  -0.21
O 3.5251 4.4712 0.7797  -0.41
H 4.1686 -1.5623 1.7549  0.13
H -2.2763 -0.3899 2.1342  0.31
H -5.4634 -7.6667 -0.3405  0.30
H -7.7714 -3.7178 1.0948  0.30
H -3.9766 0.3326 1.8281  0.08
H -7.9543 -0.2149 3.8153  0.38
C -0.4406 -2.1887 -1.2001  -1.08
H -7.2663 -0.2420 6.2011  0.44
H -1.9277 -3.7501 -0.9010  0.26
C 0.4567 4.3993 -1.5808  -0.61
H -6.0129 -4.5333 2.4264  0.33
H 4.6100 4.1589 -3.9035  0.19

Atoms 1-3, force components in eV/Å:
H 0.0 -0.1 0.1
C 1.1 0.6 -0.9
H -0.1 0.0 -1.3


[4]
Below is a molecular structure, C13H31N4O5Zr in a non-equilibrium geometry, with properties calculated with the ωB97M-V functional and the def2-TZVPD basis.

Its LUMO energy is -0.5463 Eh. Its charge is +3. The HOMO-LUMO gap comes out at 1.76 eV. The value obtained for the HOMO energy is -0.61106 hartree.

Last column: Mulliken charge in e.
Element x y z (Å)
N 1.5990 4.4766 -0.8496  0.08
H 2.9273 2.9496 -0.7185  0.38
H 4.5114 -2.7483 1.0535  0.41
C 0.9202 0.0780 0.2774  -0.19
H -3.7061 -2.4208 1.8731  0.36
N -2.3298 -3.8269 1.3738  0.13
O -0.2623 4.5190 0.3076  -0.57
O 0.7289 0.9522 1.4216  -0.59
H 3.1809 -1.7305 -2.3760  0.34
H -4.1088 0.7060 -1.0580  0.37
H 2.7716 -2.3135 1.1678  0.17
H -4.1323 -3.4321 0.4597  0.32
C -2.8557 -5.2335 1.7538  -0.86
H 3.0193 -3.9156 1.0951  0.41
O -0.2374 -4.1093 2.3556  -0.51
H 1.5816 5.6445 -2.5382  0.38
O 4.6155 -3.7732 -2.6521  -0.39
H -3.8741 0.2490 0.4762  0.36
H 0.0759 -0.2320 -0.3383  0.34
H 2.4457 3.3314 -2.4498  0.36
H -0.7446 -2.4048 1.3648  0.05
N 3.6844 -3.0059 -0.6977  0.22
H -3.3920 -5.2592 2.7024  0.39
C 3.4991 -3.0035 0.7402  -0.78
C -3.3151 2.8678 1.1109  -0.03
N -3.0157 2.2161 0.0041  0.27
H -3.6544 -5.5511 1.0834  0.35
H 1.8943 -2.1099 -1.1084  0.37
C 0.7758 3.9225 -0.0355  1.11
H 1.6442 6.6513 -1.0558  0.32
H -2.1736 -6.0677 1.9180  0.33
H 4.7166 -4.7528 -0.8150  0.39
H 1.0691 2.8722 0.1168  -0.47
O -2.8027 3.9722 1.4839  -0.44
C 4.3755 -3.9213 -1.4510  0.11
H 3.2110 -1.0279 -0.8140  0.40
C -1.0004 -3.4247 1.6912  0.38
C -3.3834 0.8814 -0.2636  -0.73
H 1.6982 0.4433 -0.3929  0.24
H -2.4514 0.3732 -0.5111  0.11
C -2.4041 2.8359 -1.1986  -0.95
H -1.6568 2.1485 -1.5948  0.31
H 3.5995 4.3076 -1.5206  0.37
C 1.2887 5.7173 -1.4909  -0.90
Zr 0.0059 1.0701 3.5423  1.48
C -3.3312 -2.8925 0.9649  -0.77
C 2.6877 3.7136 -1.4581  -1.00
C 2.9486 -1.9494 -1.3338  -0.97
H -1.9118 3.7849 -0.9861  0.33
H 1.2684 -0.8350 0.7604  -0.16
H 0.2713 6.1077 -1.5142  0.36
H -3.1841 2.9164 -1.9557  0.38
H -3.1245 -2.0677 0.2830  0.18
H -3.9631 2.3004 1.7967  0.45

Atoms 1-3, force components in eV/Å:
N 2.3 1.9 -3.0
H 0.0 -0.5 -0.4
H -0.1 -0.5 1.2